(1)
Entry from the Open Molecules 2025 dataset: a molecular structure, C41H44CrN11Si (the ωB97M-V functional and the def2-TZVPD basis).

Positions of all 98 atoms, in Å:
H: -5.22 -1.34 -1.90
H: 2.00 1.51 3.04
C: 0.19 -1.82 4.47
H: -6.12 0.16 -1.69
H: 2.86 4.85 3.99
H: -1.49 -0.90 -3.00
Si: -2.48 -0.65 -0.72
N: -0.28 0.13 2.08
C: 3.51 4.43 3.23
C: -0.42 2.12 -3.83
C: 1.11 -2.93 2.67
H: 4.92 -4.03 -0.31
H: -3.77 -0.05 -3.41
C: 3.20 -4.60 -3.15
C: -1.71 -2.67 1.05
C: -0.08 2.38 -2.38
N: 1.05 -0.90 -0.33
C: -3.71 -1.41 1.77
H: 0.83 3.00 -2.31
C: 0.56 -0.49 3.88
H: 6.48 5.00 1.70
C: -1.88 -1.59 -2.24
H: 5.83 2.92 0.54
H: 4.99 5.96 3.43
C: -3.83 0.82 -2.76
H: -4.67 -0.97 1.51
H: 2.41 -1.90 -3.25
C: -3.85 -3.14 -0.04
H: 1.67 -0.29 -4.40
C: 1.83 2.58 2.89
H: -5.59 -0.74 -0.28
H: 3.69 1.80 1.11
H: -3.44 2.29 -0.30
Cr: -0.32 0.72 0.12
C: -0.57 0.37 3.36
H: -3.89 -2.18 2.53
C: -5.30 -0.44 -1.28
H: -3.38 -3.58 -0.93
C: 1.54 -1.87 0.46
H: 2.73 -3.64 0.64
C: -0.85 4.97 -0.32
C: 5.54 4.51 1.95
C: 3.14 3.25 2.58
H: -4.48 1.27 0.65
C: -1.20 3.08 -1.58
C: 1.19 -1.84 1.90
H: -0.72 5.98 0.05
N: 0.95 2.70 1.73
C: 2.17 -1.92 -2.19
H: -5.15 2.15 -0.73
N: 5.10 -6.05 -2.98
C: 4.02 -5.61 -3.63
C: 0.89 0.23 -2.45
C: 1.39 -0.91 -1.65
H: -4.86 -2.84 -0.30
N: 0.14 1.10 -1.75
N: -2.78 2.68 2.57
C: -0.66 3.75 0.47
H: -1.11 -1.96 1.60
H: 2.33 -4.29 -3.71
H: -1.09 -2.30 -1.99
N: 0.49 -2.93 3.94
H: -4.70 1.41 -3.07
N: 0.97 -0.57 2.46
H: -2.94 1.41 -2.97
H: 1.40 -3.91 2.31
C: 5.18 3.34 1.30
H: -1.21 2.69 -4.32
H: -3.11 -0.62 2.24
H: -2.70 -2.15 -2.70
N: 0.19 1.22 -4.49
C: 5.38 -5.48 -1.82
H: -1.11 -3.09 0.24
C: 4.63 -4.47 -1.25
H: -0.10 4.29 2.57
C: 4.71 5.05 2.92
H: -3.94 -3.94 0.70
H: -1.36 5.20 -2.41
H: 3.80 -6.09 -4.57
H: -1.95 -3.49 1.74
C: -1.17 4.57 -1.56
C: -4.01 0.40 -1.29
C: -4.27 1.60 -0.38
N: -0.95 2.69 -0.20
C: 1.06 0.37 -3.80
H: 6.27 -5.84 -1.31
C: 2.35 -2.88 -0.03
H: -2.17 2.70 -1.91
C: 2.66 -2.93 -1.38
H: 1.37 3.00 3.79
H: -0.38 -1.82 5.40
C: 3.98 2.71 1.62
C: -2.13 1.96 3.20
H: 1.28 0.03 4.52
C: 0.07 3.61 1.74
N: -1.42 1.14 3.97
C: -2.99 -2.02 0.56
C: 3.51 -4.01 -1.93

Summary:
* gap between HOMO and LUMO (spin up / spin down): 6.5 / 6.3 eV
* spin multiplicity: 4
* net charge: 0



(2)
Entry from the Open Molecules 2025 dataset: a molecular structure, C3H7FO in a non-equilibrium geometry (the ωB97M-V functional and the def2-TZVPD basis).

Positions of all 12 atoms, in Å:
C: -0.60 -1.03 -0.52
H: -0.84 1.68 -0.84
H: 1.20 1.87 0.31
O: 1.46 -0.53 0.10
C: -0.10 1.43 0.45
C: 0.11 -0.14 0.60
H: -1.85 -1.59 -0.62
H: 0.07 -1.93 -0.45
F: -0.27 -0.65 -1.83
H: 1.65 -0.56 -0.72
H: -0.84 1.71 1.87
H: 0.00 -0.25 1.66

Summary:
* gap between HOMO and LUMO: 10.8 eV
* spin multiplicity: 1
* net charge: 0



(3)
Entry from the Open Molecules 2025 dataset: a molecular structure, C23H25I2N2O5SW in a non-equilibrium geometry (the ωB97M-V functional and the def2-TZVPD basis).

Positions of all 59 atoms, in Å:
C: -2.89 -1.76 -4.66
O: 0.99 -1.17 -1.77
H: -1.23 5.32 1.26
H: 0.52 1.42 1.31
S: -2.41 2.17 -2.33
C: 2.34 -2.79 0.65
O: -1.75 -5.01 0.10
C: -1.60 -1.74 -2.17
C: 0.01 2.85 3.87
C: -1.69 0.67 -2.06
O: 1.69 -0.48 0.57
O: 2.26 -1.86 -3.50
H: -2.88 0.39 -4.53
W: -0.33 -1.42 -0.52
H: 0.20 1.79 3.69
H: 3.19 -3.47 0.61
C: -0.88 -4.24 0.18
H: 1.91 -2.84 1.66
C: -1.67 2.79 -0.89
C: 2.01 3.43 2.47
C: 0.52 3.73 2.71
I: -1.30 -0.50 2.19
C: 1.82 -3.39 -1.69
C: -1.96 -0.54 -2.82
H: 3.57 -1.14 1.17
C: -1.79 4.06 -0.34
H: 3.27 -1.24 -0.57
C: 0.37 5.20 3.12
H: -2.40 4.81 -0.82
C: -0.90 1.81 -0.26
N: -0.93 0.58 -0.95
H: 2.58 3.76 3.34
O: -1.10 -2.86 0.28
C: 0.62 -4.47 0.17
H: 0.99 5.39 3.99
C: -1.12 4.34 0.83
H: 0.92 -4.71 1.19
C: 2.82 -1.38 0.41
C: -1.92 -2.95 -2.80
C: -2.55 -2.96 -4.03
N: 1.28 -3.22 -0.31
H: -3.38 -1.78 -5.62
H: -1.06 3.00 4.04
C: -2.60 -0.55 -4.05
H: 0.69 5.88 2.33
H: 0.85 -5.34 -0.45
H: 2.04 0.42 0.54
I: -2.43 -2.72 3.27
H: -2.79 -3.90 -4.50
H: -0.66 5.44 3.40
C: -0.19 2.12 0.89
H: 0.53 3.13 4.79
H: 2.84 -3.77 -1.70
C: 1.76 -2.08 -2.47
H: 1.20 -4.10 -2.24
H: -1.69 -3.90 -2.33
C: -0.29 3.39 1.46
H: 2.39 3.98 1.60
H: 2.20 2.37 2.33

Summary:
* gap between HOMO and LUMO: 4.5 eV
* spin multiplicity: 1
* net charge: +3



Energy relative to the best compared isomer or geometry (same formula, charge and spin) across the listed records, respectively: 285.98; 726.74; 88.87 kJ/mol.